[1]
Density functional theory data (ωB97M-V with the def2-TZVPD basis set) for a structure of composition C19H24AsBrF6NO2PbS at a distorted geometry.

Element x y z (Å)
1 Pb 14.14757 11.66637 5.71817
2 Br 10.29938 13.16411 4.99714
3 As 13.35509 8.36006 4.84045
4 S 14.96979 12.93344 7.92514
5 F 12.18564 9.56509 5.74032
6 F 11.97596 7.51756 4.20313
7 F 13.37275 9.60025 3.61539
8 F 14.56625 7.45419 4.04338
9 F 14.75790 9.45490 5.61564
10 F 13.49984 7.56334 6.30516
11 O 12.97208 15.10070 5.04617
12 O 16.56750 11.98930 5.75895
13 N 17.23722 12.83247 6.49892
14 C 18.57015 13.07079 6.30034
15 C 10.56101 17.76313 5.28960
16 C 9.33172 17.02412 5.32734
17 C 13.05808 18.00232 5.38542
18 C 8.09422 19.07045 5.02734
19 C 18.59417 14.74525 8.04292
20 C 9.38842 15.70018 4.96611
21 C 11.87681 15.69934 5.11509
22 C 13.84195 17.84766 4.09717
23 C 10.60418 15.00720 5.04031
24 C 17.24595 14.47096 8.28736
25 C 8.06773 17.98087 7.33155
26 C 16.54413 13.47974 7.53142
27 C 19.25308 14.04042 7.03652
28 C 13.89602 17.63014 6.61562
29 C 6.77531 16.93033 5.40071
30 C 11.79762 17.15851 5.26278
31 C 8.07251 17.74924 5.77659
32 C 12.66102 19.49422 5.61172
33 H 19.04227 12.58201 5.43398
34 H 14.93981 17.82877 4.20226
35 H 8.21608 18.84669 3.97089
36 H 8.16789 17.01287 7.86118
37 H 20.29410 14.19541 6.84312
38 H 14.02815 16.55663 6.56135
39 H 6.69205 16.84537 4.31880
40 H 10.50602 18.88502 5.22391
41 H 13.54056 20.07776 5.82756
42 H 16.70212 14.99009 9.07227
43 H 8.97730 18.53721 7.60770
44 H 8.46161 15.17554 4.75813
45 H 7.16618 18.53882 7.73566
46 H 5.88423 17.49337 5.77060
47 H 12.24933 19.88861 4.69973
48 H 13.33586 17.84861 7.57790
49 H 11.92278 19.63898 6.43084
50 H 8.90304 19.79640 5.30680
51 H 19.09848 15.48687 8.63583
52 H 7.10010 19.56138 5.02494
53 H 13.56140 16.93573 3.56292
54 H 6.85449 15.94094 5.91213
55 H 14.86703 18.18888 6.67670
56 H 13.60939 18.71297 3.39660

Output
Kohn-Sham gap (alpha / beta): 3.18 / 3.18 eV
Net charge: +1
HOMO (alpha / beta): -10.7 / -10.7 eV
Lowest unoccupied orbital energy (alpha / beta): -7.5134 / -7.5142 eV
Molecular weight: 806.5 g mol⁻¹

[2]
Density functional theory data (ωB97M-V with the def2-TZVPD basis set) for a structure of composition C19H24BF4IrN6S3 at a distorted geometry.

Element x y z (Å)
1 Ir 0.33151 0.35025 0.25129
2 S 1.77997 1.20414 1.88764
3 S 1.65222 -1.47283 0.25406
4 S -1.27177 2.17135 0.29411
5 F -3.54436 -0.85091 0.59865
6 F -1.38972 -1.60992 0.40549
7 F -2.68266 -2.35867 2.11215
8 F -3.12706 -3.02510 -0.07844
9 N -0.87451 -0.05647 2.41164
10 N -3.99314 1.50278 3.00620
11 N -0.32197 -0.43469 -1.81722
12 N -3.47934 2.11932 1.89915
13 N 1.50015 1.57107 -0.94040
14 N -2.01429 0.72919 2.47761
15 C 1.73665 4.07854 -0.91193
16 C 1.40199 -3.72534 -1.17906
17 C 0.47160 0.36397 -2.80390
18 C 2.23405 5.17350 1.17316
19 C 0.01327 -3.92566 -3.12000
20 C 0.91622 -4.48670 -2.21537
21 C -0.40575 -2.59355 -2.98635
22 C 0.98032 -2.38544 -1.02897
23 C 2.88509 1.08018 -1.22584
24 C -1.77482 -0.23245 -2.10250
25 C 1.89282 2.79809 1.14091
26 C -3.16204 -0.29133 4.49752
27 C -2.28583 1.65853 1.55365
28 C 0.05006 -1.82715 -1.94716
29 C 0.77361 1.72880 -2.24686
30 C 2.17684 3.95624 1.84481
31 C 1.68835 2.87101 -0.23931
32 C 2.00498 5.23650 -0.19094
33 C -3.09186 0.64126 3.35042
34 B -2.75607 -1.99866 0.75311
35 H -0.24600 0.19088 3.17158
36 H 1.22807 -5.51597 -2.32023
37 H 2.03268 6.18775 -0.70448
38 H 1.39848 2.29395 -2.94086
39 H 3.45030 1.09087 -0.29714
40 H -1.10795 -2.18884 -3.70008
41 H -3.20178 -1.31870 4.14134
42 H 1.39519 -0.17131 -3.02558
43 H -0.13940 2.29319 -2.06925
44 H 3.33686 1.76250 -1.94530
45 H 2.33128 3.90946 2.91458
46 H -4.06169 -0.07046 5.06522
47 H 2.86311 0.06299 -1.61214
48 H -2.29481 -0.17289 5.14914
49 H -2.03335 0.79891 -1.89430
50 H -2.36756 -0.88309 -1.48471
51 H -4.02454 2.80920 1.41189
52 H -0.38111 -4.52470 -3.93002
53 H -1.98740 -0.44037 -3.15541
54 H 2.09602 -4.14790 -0.46387
55 H -1.15167 -1.03613 2.45257
56 H 2.44314 6.07953 1.72640
57 H 1.56815 4.14909 -1.97823
58 H -0.08296 0.45043 -3.74157

Output
Multiplicity: 2
Kohn-Sham gap (alpha / beta): 6.48 / 4.11 eV
<S²>: 0.758
Net charge: +1
HOMO (alpha / beta): -10.5 / -10.4 eV
Lowest unoccupied orbital energy (alpha / beta): -3.9973 / -6.2697 eV
Molecular weight: 711.7 g mol⁻¹

[3]
Density functional theory data (ωB97M-V with the def2-TZVPD basis set) for a structure of composition C19H24BeCaCl4FK2N5O18PS2 at a distorted geometry.

Element x y z (Å)
1 Ca -0.89934 -2.81379 1.21787
2 K -1.58824 -2.06716 6.79775
3 K 1.17872 -3.99074 6.89098
4 Cl -0.59484 -4.27415 -7.94336
5 Cl -2.54834 -6.28311 -7.14871
6 Cl -3.68172 4.29020 3.75178
7 Cl 0.22930 -6.54119 -6.31097
8 S 1.76615 -4.13749 -1.03976
9 S -0.97400 2.94834 0.16987
10 P 4.60867 4.48305 0.28050
11 F -5.29903 -0.28645 -6.74867
12 O 8.29945 3.84318 1.37596
13 O -4.46941 -4.22006 -4.86403
14 O -3.64694 -2.13669 -4.40142
15 O -4.44032 4.22555 2.51775
16 O -3.14638 2.97819 4.05953
17 O 3.93048 4.48948 1.66036
18 O -0.96774 -3.81703 -3.60861
19 O 5.01129 3.04512 -0.08589
20 O -1.56407 1.88183 -0.81812
21 O 6.18273 3.56816 2.19982
22 O -1.78217 2.96633 1.51032
23 O -0.04269 -2.31538 -4.89326
24 O -2.59113 5.23358 3.60005
25 O -0.83350 -1.93065 -2.89633
26 O -4.54881 4.72339 4.83024
27 O 3.63037 5.02652 -0.77383
28 O -5.26088 -2.38388 -5.96480
29 O 5.86299 5.37142 0.32133
30 N 0.92481 -0.66776 5.12231
31 N 0.77014 -3.20521 0.08803
32 N 2.71265 -3.04127 -2.03268
33 N -0.07096 1.58648 4.94083
34 N -1.56113 -0.66706 5.07056
35 C 1.30584 1.12523 -0.16740
36 C 2.28863 -1.66436 -1.50429
37 C 2.39515 1.13672 -1.39444
38 C 2.91222 -0.25658 -2.08613
39 C -1.88862 -0.62721 1.28345
40 C 7.88429 2.12548 2.93036
41 C -0.25045 0.08684 5.02887
42 C -2.50640 -0.27237 3.95783
43 C 0.71348 -0.33456 0.38723
44 C -0.33226 -0.26297 1.64775
45 C -3.84497 -0.87610 -5.00942
46 C -1.08362 -5.40737 -6.67201
47 C 0.86355 2.56624 0.47907
48 C -0.58454 -2.66809 -3.85702
49 C 7.41022 3.29472 2.08455
50 C -4.45924 -3.01661 -5.06275
51 C -5.19846 -1.01930 -5.61709
52 C 1.19318 -1.78753 -0.27881
53 C -2.53695 -1.29152 2.67417
54 Be 0.74820 -4.91942 -10.24039
55 H 1.48040 3.41032 -0.04700
56 H 0.90777 1.71343 4.54488
57 H 2.82538 2.16988 -1.74664
58 H -1.10987 4.20748 -0.49748
59 H -1.91030 -2.25668 2.88633
60 H 1.05370 2.64534 1.65256
61 H -3.65496 -1.57422 2.43947
62 H 0.02789 -1.09229 2.42729
63 H 7.70907 2.33812 3.98916
64 H -6.02302 -0.77397 -4.93927
65 H -3.06149 -0.70594 -5.75546
66 H 3.71692 -0.25471 -2.94471
67 H -2.35992 0.81026 3.53861
68 H -0.30857 0.75421 2.24859
69 H 8.95285 1.93816 2.78742
70 H -1.30349 -4.83554 -5.76686
71 H -2.48161 0.38990 1.12181
72 H 0.70123 -1.68542 5.19266
73 H -3.80446 -0.07290 -4.26873
74 H 7.33474 1.22058 2.65422
75 H -2.02996 -1.31613 0.34227
76 H -0.69527 2.03381 4.23438
77 H -1.98866 -0.58501 6.01986
78 H -3.60370 -0.29166 4.42770

Output
Kohn-Sham gap: 1.34 eV
Net charge: -1
HOMO: -4.3 eV
Lowest unoccupied orbital energy: -2.9550 eV
Molecular weight: 993.6 g mol⁻¹

[4]
Density functional theory data (ωB97M-V with the def2-TZVPD basis set) for the ion C19H24ClN2O with charge +1.

Element x y z (Å)
1 Cl -6.54384 -1.16311 -0.02747
2 O 4.46316 0.76280 0.75047
3 N -0.16288 0.62698 0.57989
4 N 1.84065 1.53400 -1.34396
5 C 1.14976 1.17373 1.01743
6 C 3.06799 0.81490 -1.64838
7 C -2.60045 0.94523 0.45143
8 C -0.01703 -0.02157 -0.75236
9 C 4.05071 -0.46173 0.30438
10 C 4.29721 -1.65665 0.97201
11 C 2.86069 -1.68543 -1.38849
12 C -3.32904 1.07470 -0.72558
13 C -5.03706 -0.35854 0.15463
14 C -4.31839 -0.49504 1.33712
15 C 3.81688 -2.85221 0.46437
16 C 1.72978 2.12837 -0.04009
17 C -3.10871 0.15558 1.47982
18 C 0.59929 0.95134 -1.77344
19 C 5.41103 0.81908 1.79540
20 C -4.54295 0.43111 -0.87639
21 C 3.31632 -0.47210 -0.89369
22 C -1.27132 1.62943 0.62177
23 C 3.09615 -2.87301 -0.71521
24 H -1.11431 2.36844 -0.16204
25 H 6.29647 0.22268 1.56397
26 H 5.69420 1.86693 1.87730
27 H 0.75785 0.41091 -2.70678
28 H 3.89141 1.50334 -1.44967
29 H 1.10166 3.02284 -0.11568
30 H 4.87238 -1.66607 1.88358
31 H 1.02430 1.69104 1.96945
32 H 2.73742 -3.80590 -1.12003
33 H 0.64229 -0.88484 -0.63379
34 H 3.05120 0.60386 -2.71983
35 H 4.98216 0.48663 2.74578
36 H -4.71197 -1.09958 2.13782
37 H -0.10569 1.76345 -1.98372
38 H -2.56852 0.06160 2.41203
39 H -0.43936 -0.10649 1.24203
40 H -5.10858 0.54124 -1.78708
41 H -1.22599 2.13069 1.59185
42 H 4.02151 -3.77048 0.99210
43 H -1.00001 -0.35802 -1.08597
44 H -2.95585 1.69377 -1.52782
45 H 1.83245 0.33300 1.15395
46 H 2.72069 2.43732 0.29169
47 H 2.33308 -1.70230 -2.33201

Output
Kohn-Sham gap: 8.91 eV
Net charge: +1
SMILES string: COc1ccccc1CN1CC[NH+](Cc2ccc(Cl)cc2)CC1
HOMO: -11.4 eV
Lowest unoccupied orbital energy: -2.5027 eV
Molecular weight: 331.9 g mol⁻¹

- Which of these has the lowest net charge?
  C19H24BeCaCl4FK2N5O18PS2

Copy entry 2 word for word.
Density functional theory data (ωB97M-V with the def2-TZVPD basis set) for a structure of composition C19H24BF4IrN6S3 at a distorted geometry.

Element x y z (Å)
1 Ir 0.33151 0.35025 0.25129
2 S 1.77997 1.20414 1.88764
3 S 1.65222 -1.47283 0.25406
4 S -1.27177 2.17135 0.29411
5 F -3.54436 -0.85091 0.59865
6 F -1.38972 -1.60992 0.40549
7 F -2.68266 -2.35867 2.11215
8 F -3.12706 -3.02510 -0.07844
9 N -0.87451 -0.05647 2.41164
10 N -3.99314 1.50278 3.00620
11 N -0.32197 -0.43469 -1.81722
12 N -3.47934 2.11932 1.89915
13 N 1.50015 1.57107 -0.94040
14 N -2.01429 0.72919 2.47761
15 C 1.73665 4.07854 -0.91193
16 C 1.40199 -3.72534 -1.17906
17 C 0.47160 0.36397 -2.80390
18 C 2.23405 5.17350 1.17316
19 C 0.01327 -3.92566 -3.12000
20 C 0.91622 -4.48670 -2.21537
21 C -0.40575 -2.59355 -2.98635
22 C 0.98032 -2.38544 -1.02897
23 C 2.88509 1.08018 -1.22584
24 C -1.77482 -0.23245 -2.10250
25 C 1.89282 2.79809 1.14091
26 C -3.16204 -0.29133 4.49752
27 C -2.28583 1.65853 1.55365
28 C 0.05006 -1.82715 -1.94716
29 C 0.77361 1.72880 -2.24686
30 C 2.17684 3.95624 1.84481
31 C 1.68835 2.87101 -0.23931
32 C 2.00498 5.23650 -0.19094
33 C -3.09186 0.64126 3.35042
34 B -2.75607 -1.99866 0.75311
35 H -0.24600 0.19088 3.17158
36 H 1.22807 -5.51597 -2.32023
37 H 2.03268 6.18775 -0.70448
38 H 1.39848 2.29395 -2.94086
39 H 3.45030 1.09087 -0.29714
40 H -1.10795 -2.18884 -3.70008
41 H -3.20178 -1.31870 4.14134
42 H 1.39519 -0.17131 -3.02558
43 H -0.13940 2.29319 -2.06925
44 H 3.33686 1.76250 -1.94530
45 H 2.33128 3.90946 2.91458
46 H -4.06169 -0.07046 5.06522
47 H 2.86311 0.06299 -1.61214
48 H -2.29481 -0.17289 5.14914
49 H -2.03335 0.79891 -1.89430
50 H -2.36756 -0.88309 -1.48471
51 H -4.02454 2.80920 1.41189
52 H -0.38111 -4.52470 -3.93002
53 H -1.98740 -0.44037 -3.15541
54 H 2.09602 -4.14790 -0.46387
55 H -1.15167 -1.03613 2.45257
56 H 2.44314 6.07953 1.72640
57 H 1.56815 4.14909 -1.97823
58 H -0.08296 0.45043 -3.74157

Output
Multiplicity: 2
Kohn-Sham gap (alpha / beta): 6.48 / 4.11 eV
<S²>: 0.758
Net charge: +1
HOMO (alpha / beta): -10.5 / -10.4 eV
Lowest unoccupied orbital energy (alpha / beta): -3.9973 / -6.2697 eV
Molecular weight: 711.7 g mol⁻¹

Please write out number 2 again, unchanged.
Density functional theory data (ωB97M-V with the def2-TZVPD basis set) for a structure of composition C19H24BF4IrN6S3 at a distorted geometry.

Element x y z (Å)
1 Ir 0.33151 0.35025 0.25129
2 S 1.77997 1.20414 1.88764
3 S 1.65222 -1.47283 0.25406
4 S -1.27177 2.17135 0.29411
5 F -3.54436 -0.85091 0.59865
6 F -1.38972 -1.60992 0.40549
7 F -2.68266 -2.35867 2.11215
8 F -3.12706 -3.02510 -0.07844
9 N -0.87451 -0.05647 2.41164
10 N -3.99314 1.50278 3.00620
11 N -0.32197 -0.43469 -1.81722
12 N -3.47934 2.11932 1.89915
13 N 1.50015 1.57107 -0.94040
14 N -2.01429 0.72919 2.47761
15 C 1.73665 4.07854 -0.91193
16 C 1.40199 -3.72534 -1.17906
17 C 0.47160 0.36397 -2.80390
18 C 2.23405 5.17350 1.17316
19 C 0.01327 -3.92566 -3.12000
20 C 0.91622 -4.48670 -2.21537
21 C -0.40575 -2.59355 -2.98635
22 C 0.98032 -2.38544 -1.02897
23 C 2.88509 1.08018 -1.22584
24 C -1.77482 -0.23245 -2.10250
25 C 1.89282 2.79809 1.14091
26 C -3.16204 -0.29133 4.49752
27 C -2.28583 1.65853 1.55365
28 C 0.05006 -1.82715 -1.94716
29 C 0.77361 1.72880 -2.24686
30 C 2.17684 3.95624 1.84481
31 C 1.68835 2.87101 -0.23931
32 C 2.00498 5.23650 -0.19094
33 C -3.09186 0.64126 3.35042
34 B -2.75607 -1.99866 0.75311
35 H -0.24600 0.19088 3.17158
36 H 1.22807 -5.51597 -2.32023
37 H 2.03268 6.18775 -0.70448
38 H 1.39848 2.29395 -2.94086
39 H 3.45030 1.09087 -0.29714
40 H -1.10795 -2.18884 -3.70008
41 H -3.20178 -1.31870 4.14134
42 H 1.39519 -0.17131 -3.02558
43 H -0.13940 2.29319 -2.06925
44 H 3.33686 1.76250 -1.94530
45 H 2.33128 3.90946 2.91458
46 H -4.06169 -0.07046 5.06522
47 H 2.86311 0.06299 -1.61214
48 H -2.29481 -0.17289 5.14914
49 H -2.03335 0.79891 -1.89430
50 H -2.36756 -0.88309 -1.48471
51 H -4.02454 2.80920 1.41189
52 H -0.38111 -4.52470 -3.93002
53 H -1.98740 -0.44037 -3.15541
54 H 2.09602 -4.14790 -0.46387
55 H -1.15167 -1.03613 2.45257
56 H 2.44314 6.07953 1.72640
57 H 1.56815 4.14909 -1.97823
58 H -0.08296 0.45043 -3.74157

Output
Multiplicity: 2
Kohn-Sham gap (alpha / beta): 6.48 / 4.11 eV
<S²>: 0.758
Net charge: +1
HOMO (alpha / beta): -10.5 / -10.4 eV
Lowest unoccupied orbital energy (alpha / beta): -3.9973 / -6.2697 eV
Molecular weight: 711.7 g mol⁻¹